Entry 1:
ORCA calculation (ωB97M-V/def2-TZVPD) on one molecule with the formula CH4BrClSi in a non-equilibrium geometry.

Last column: Mulliken charge in e.
Positions of all 8 atoms, in Å:
Br  0.3920  2.2910  0.7046  -0.141
Cl  0.8701  -2.1684  -0.6279  -0.240
Si  -0.1743  -0.4172  -0.8670  0.500
C  -0.0509  0.3604  0.9096  -0.642
H  0.6249  -0.2129  1.5512  0.318
H  0.9397  0.2230  -1.6174  -0.072
H  -0.9783  0.2983  1.4512  0.337
H  -1.6233  -0.3742  -1.5042  -0.060

Kohn-Sham gap, eV: 10.60
E_HOMO, eV: -10.18
Structure (SMILES): Cl[SiH2]CBr
2S+1: 1
Molar mass, g/mol: 159.5
Energy, eV: -91545.039

=====

Entry 2:
ORCA calculation (ωB97M-V/def2-TZVPD) on a 2-piece molecular cluster, CH4BrNS overall in a non-equilibrium geometry.

Last column: Mulliken charge in e.
Positions of all 8 atoms, in Å:
Br  1.1795  1.0213  1.0735  -0.092
S  -1.6701  -0.3148  -1.7149  -0.138
N  -1.9415  0.4707  -0.2980  -0.324
C  1.9030  -0.5104  0.2009  -0.549
H  -1.2652  1.1395  0.0435  0.186
H  -2.3346  0.1940  0.5514  0.269
H  1.1910  -1.4310  0.1193  0.273
H  2.9379  -0.5693  0.0244  0.376

Kohn-Sham gap (spin up / spin down), eV: 7.91 / 8.10
E_HOMO (spin up / spin down), eV: -8.67 / -8.47
2S+1: 1
Molar mass, g/mol: 142.0
Energy, eV: -83466.279

=====

Question: Number 1 is which compound?
Answer: CH4BrClSi